The following is a DFT calculation (wB97M-V/def2-TZVPD) of an isolated molecule of C3H4OS2 in a non-equilibrium geometry.

Geometry as ORCA input:
```
! wB97M-V def2-TZVPD RIJCOSX def2/J DEFGRID3
* xyz 0 1
C -1.3779 -0.4697 0.4310
C -0.7571 0.7739 -0.2726
C 1.9235 -0.3172 -0.1384
H -1.1143 -0.5594 1.5808
H -1.2921 1.5802 0.1784
H -1.0099 0.7927 -1.3513
H 1.3137 -1.1309 -0.5353
O -2.1432 -1.2078 -0.1042
S 0.9898 1.1084 0.1561
S 3.4675 -0.5701 0.0555
*
```

Its frontier orbital gap is 8.654 eV. Its relative energy (zero: lowest compared OMol25 entry of this formula, charge and spin) is 1.5023 eV. The SMILES is O=CCSC=S.

What are the Mulliken partial charges on each atom? They are as follows, in elementary charge units: 0.0363, -0.4919, -0.1320, 0.2920, 0.3194, 0.3476, 0.2691, -0.4224, 0.0015, -0.2196